DFT (the ωB97M-V functional and the def2-TZVPD basis) results for an isolated molecule of C3HI2NO.

## Properties
Relative energy (zero: lowest compared OMol25 entry of this formula, charge and spin) in kcal per mole: 0.00
SMILES: Ic1cnoc1I
Total charge: 0

Cartesian coordinates (Å):
I1 0.604 -0.725 -2.532
C1 0.168 -0.308 -0.552
C2 -0.360 -1.164 0.443
N1 -0.467 -0.535 1.583
O1 -0.026 0.732 1.402
C3 0.365 0.842 0.156
I2 0.410 3.335 -0.837
H1 -0.695 -2.177 0.338